1.
{
  "formula": "C14H46N8O8",
  "method": "wB97M-V/def2-TZVPD",
  "elements": ["C", "O", "C", "C", "C", "N", "H", "H", "H", "H", "H", "H", "H", "H", "H", "H", "H", "C", "O", "C", "C", "C", "N", "H", "H", "H", "H", "H", "H", "H", "H", "H", "H", "H", "N", "C", "N", "O", "H", "H", "H", "H", "N", "C", "N", "O", "H", "H", "H", "H", "N", "C", "N", "O", "H", "H", "H", "H", "C", "O", "H", "H", "H", "H", "C", "O", "H", "H", "H", "H", "C", "O", "H", "H", "H", "H"],
  "coordinates": [[6.132, 2.072, -5.730], [4.742, 2.246, -5.381], [4.347, 1.412, -4.228], [2.876, 1.575, -3.936], [2.560, 2.901, -3.510], [2.434, 0.770, -2.786], [6.550, 2.819, -6.405], [6.329, 1.045, -6.038], [6.769, 2.168, -4.851], [4.618, 0.374, -4.421], [4.955, 1.591, -3.342], [2.298, 1.398, -4.843], [2.612, 3.739, -4.205], [3.215, 3.113, -2.664], [1.531, 3.075, -3.197], [2.597, -0.192, -3.048], [1.426, 0.730, -2.736], [0.312, 4.980, 3.295], [0.894, 3.719, 3.671], [1.959, 3.373, 2.714], [2.731, 2.012, 2.917], [3.447, 1.918, 4.313], [3.618, 1.760, 1.788], [-0.192, 4.867, 2.335], [1.060, 5.766, 3.195], [-0.403, 5.326, 4.041], [1.593, 3.283, 1.691], [2.685, 4.183, 2.773], [1.996, 1.212, 3.003], [4.246, 2.622, 4.545], [3.951, 0.956, 4.399], [2.730, 2.042, 5.124], [3.977, 0.823, 1.906], [3.145, 1.583, 0.914], [2.113, -4.398, -1.430], [0.835, -4.549, -1.559], [0.557, -4.644, -2.818], [0.013, -4.844, -0.707], [2.470, -4.362, -0.486], [2.734, -4.460, -2.225], [-0.407, -4.867, -3.020], [1.273, -4.533, -3.521], [-5.025, -6.698, -2.313], [-5.397, -5.659, -2.984], [-5.434, -5.852, -4.257], [-5.726, -4.597, -2.523], [-4.944, -7.611, -2.737], [-5.099, -6.543, -1.318], [-5.184, -6.781, -4.563], [-5.737, -5.080, -4.833], [1.217, -3.410, 4.437], [2.385, -3.866, 4.682], [2.621, -3.873, 5.965], [3.167, -4.320, 3.797], [0.666, -3.059, 5.207], [0.858, -3.571, 3.506], [1.939, -3.330, 6.475], [3.491, -4.191, 6.367], [-5.363, 3.436, -2.042], [-4.536, 2.818, -2.972], [-6.304, 3.675, -2.537], [-5.409, 2.697, -1.242], [-4.895, 4.349, -1.673], [-4.107, 2.112, -2.482], [-2.540, 0.267, 0.976], [-2.735, -0.313, -0.315], [-2.770, 1.331, 1.021], [-3.110, -0.248, 1.750], [-1.495, 0.205, 1.280], [-2.873, -1.261, -0.263], [-6.709, 2.152, 4.691], [-7.351, 3.184, 4.097], [-7.219, 1.203, 4.532], [-5.664, 2.013, 4.411], [-6.851, 2.203, 5.770], [-7.192, 4.012, 4.555]],
  "atomic_forces_ev_per_a": [[-0.219, -0.474, 1.419], [0.351, -0.561, 0.893], [1.097, -0.066, -1.041], [-0.788, -0.948, -0.803], [-0.496, 4.216, 0.968], [0.659, -1.623, -0.549], [-0.868, -0.085, -0.381], [-0.156, -0.033, -0.630], [-0.074, 0.193, 0.497], [-0.301, -0.391, -0.557], [0.017, 0.842, 0.196], [0.090, -0.606, -0.320], [0.847, -0.306, -0.532], [-0.149, 0.423, 0.197], [-0.201, -0.755, 0.418], [0.516, -0.601, 0.264], [-0.344, 0.773, 0.022], [0.304, -0.618, -0.089], [0.842, -0.292, -0.979], [0.346, -0.407, 0.617], [-0.940, 0.608, 1.926], [0.219, 0.137, -0.683], [0.485, -0.165, 0.056], [-0.145, 0.099, -0.113], [0.285, -0.011, -0.027], [0.035, -0.457, 0.125], [-0.498, 0.438, -0.103], [0.199, 0.060, -0.246], [-0.516, 0.005, -0.144], [-0.046, 0.473, -0.610], [-0.287, -0.285, 0.052], [-0.205, -0.233, -0.173], [0.658, -0.125, 0.571], [-0.748, 0.742, -0.227], [4.384, 1.197, 2.452], [-1.720, -2.304, 1.219], [-2.319, 0.082, -4.520], [-0.251, 0.926, 1.180], [0.328, -0.063, -0.323], [-0.043, 0.136, 0.634], [0.369, 0.064, -0.488], [-0.767, -0.014, -0.086], [1.202, -2.842, 3.269], [-1.112, 2.377, 0.085], [0.092, -0.989, -4.445], [-0.292, 1.873, 1.650], [-0.001, 0.236, 0.587], [0.202, -0.728, -0.077], [-0.222, 0.648, -0.917], [0.148, -0.567, -0.146], [-4.375, 1.844, -1.883], [4.834, -2.973, -3.361], [0.988, 0.181, 3.442], [-1.325, 0.833, 1.604], [-0.428, -0.154, -0.821], [-0.244, 0.372, 0.309], [0.847, -0.415, 0.827], [-0.291, 0.324, -0.182], [0.083, -0.051, 0.466], [1.058, -0.617, -1.117], [-0.195, -0.096, 0.436], [-1.063, 0.585, 0.543], [-0.140, 0.206, 0.173], [0.284, -0.082, -0.476], [0.451, -0.640, 0.265], [-0.122, 0.870, 0.054], [-0.385, -0.113, -0.553], [-0.235, 0.045, -0.030], [0.240, -0.147, -0.063], [0.046, 0.028, 0.285], [0.263, -1.968, 1.886], [-1.126, 1.645, -1.547], [-0.143, 0.008, -0.843], [0.172, 0.213, 0.055], [0.726, 0.237, 0.436], [0.112, -0.134, 0.009]],
  "mulliken_charge": [-0.7628, -0.3182, -0.7259, 0.6616, -1.5277, -0.6419, 0.2746, 0.3001, 0.3139, 0.3883, 0.3711, 0.2219, 0.3341, 0.2893, 0.3804, 0.1992, 0.2493, -0.6864, -0.3321, -0.6319, 0.6429, -1.4042, -0.7934, 0.2885, 0.2978, 0.2584, 0.3077, 0.3505, 0.1386, 0.3318, 0.3595, 0.3340, 0.3153, 0.2089, -0.3946, 0.7294, -0.4057, -0.6875, 0.2269, 0.1621, 0.2228, 0.1470, -0.4148, 0.7048, -0.4032, -0.6645, 0.1781, 0.2326, 0.1502, 0.2195, -0.3698, 0.7010, -0.3750, -0.6994, 0.1502, 0.2329, 0.1449, 0.2183, -0.4418, -0.5005, 0.1932, 0.2273, 0.1915, 0.3263, -0.5316, -0.4913, 0.2088, 0.2887, 0.2358, 0.2941, -0.5302, -0.4912, 0.2290, 0.2228, 0.2546, 0.3150],
  "smiles": "COC[C@H](C)N.COC[C@H](C)N.NC(N)=O.NC(N)=O.NC(N)=O.CO.CO.CO",
  "total_charge": 0,
  "de_lowest_kcal_mol": 92.7,
  "multiplicity": 1,
  "e_homo_ev": -9.4
}


2.
{
  "formula": "C14H46N8O9",
  "method": "wB97M-V/def2-TZVPD",
  "elements": ["N", "C", "N", "O", "H", "H", "H", "H", "N", "C", "N", "O", "H", "H", "H", "H", "N", "C", "N", "O", "H", "H", "H", "H", "N", "C", "N", "O", "H", "H", "H", "H", "C", "C", "O", "H", "H", "H", "H", "H", "H", "C", "C", "O", "H", "H", "H", "H", "H", "H", "C", "C", "O", "H", "H", "H", "H", "H", "H", "C", "C", "O", "H", "H", "H", "H", "H", "H", "C", "C", "O", "H", "H", "H", "H", "H", "H"],
  "coordinates": [[-10.494, -19.434, 18.460], [-10.280, -19.489, 19.753], [-11.081, -18.866, 20.595], [-9.194, -20.275, 20.191], [-9.734, -19.920, 17.897], [-10.912, -18.584, 18.009], [-11.048, -19.078, 21.604], [-11.830, -18.186, 20.276], [-6.852, -16.652, 27.787], [-7.697, -17.020, 26.934], [-7.825, -16.194, 25.969], [-8.379, -18.218, 27.130], [-6.580, -17.300, 28.513], [-6.565, -15.633, 27.782], [-8.586, -16.527, 25.312], [-7.241, -15.382, 25.826], [-9.644, -17.260, 24.231], [-10.900, -16.867, 24.355], [-11.191, -15.658, 23.937], [-11.840, -17.683, 25.002], [-9.416, -18.249, 24.396], [-8.879, -16.792, 23.734], [-12.202, -15.395, 24.109], [-10.459, -14.912, 23.879], [-9.797, -19.983, 24.926], [-10.085, -20.196, 23.631], [-9.064, -20.569, 22.937], [-11.276, -19.927, 23.008], [-8.904, -20.253, 25.336], [-10.491, -19.604, 25.533], [-8.074, -20.887, 23.266], [-9.194, -20.722, 21.964], [-8.081, -23.446, 21.177], [-7.073, -22.411, 20.636], [-7.119, -22.443, 19.259], [-9.174, -23.229, 21.079], [-7.876, -23.737, 22.180], [-7.866, -24.283, 20.580], [-6.070, -22.601, 20.840], [-7.325, -21.419, 20.916], [-7.316, -21.552, 19.087], [-13.039, -21.601, 20.859], [-13.778, -20.684, 19.946], [-13.117, -20.310, 18.795], [-13.223, -22.691, 20.538], [-13.416, -21.490, 21.925], [-11.925, -21.346, 20.903], [-13.931, -19.776, 20.608], [-14.788, -21.047, 19.699], [-12.422, -19.698, 19.058], [-4.881, -19.832, 21.118], [-3.866, -20.330, 22.084], [-4.233, -21.561, 22.683], [-4.410, -18.833, 20.808], [-5.888, -19.800, 21.638], [-5.033, -20.453, 20.209], [-3.623, -19.569, 22.801], [-2.954, -20.450, 21.490], [-3.727, -22.216, 22.261], [-13.932, -17.510, 22.462], [-15.316, -17.377, 21.918], [-15.389, -17.550, 20.449], [-14.050, -17.539, 23.583], [-13.182, -16.723, 22.202], [-13.499, -18.477, 22.216], [-15.606, -16.366, 22.211], [-15.967, -18.070, 22.441], [-16.320, -17.825, 20.284], [-5.862, -18.672, 24.621], [-5.883, -20.167, 24.875], [-6.541, -20.916, 23.876], [-6.856, -18.314, 24.655], [-5.655, -18.453, 23.622], [-5.219, -18.135, 25.305], [-6.473, -20.314, 25.707], [-4.869, -20.520, 24.938], [-5.781, -21.401, 23.464]],
  "atomic_forces_ev_per_a": [[1.278, 0.717, -3.995], [5.395, -3.403, 3.453], [-1.354, 2.019, -0.544], [-4.941, 3.328, -2.072], [-1.585, 0.993, 1.077], [0.521, -1.369, 0.741], [-0.021, -0.471, 0.400], [1.407, -1.379, 0.449], [4.662, 2.862, 4.672], [-4.858, -8.054, 1.035], [-2.808, 1.204, -4.538], [2.999, 5.284, -1.693], [-0.116, 0.459, 0.075], [-0.144, -2.208, 0.484], [1.038, 1.126, 0.942], [-0.223, -0.384, 0.024], [2.592, -1.243, -0.727], [-4.957, -5.097, 4.181], [-1.883, 3.232, -0.380], [4.825, 4.409, -3.513], [-0.493, 0.437, 0.378], [-1.296, 0.024, -0.515], [2.039, -0.208, -0.216], [-1.314, -1.176, -0.025], [-0.339, -0.097, 1.085], [-4.450, 1.075, -2.044], [3.657, -1.884, -0.772], [4.542, -0.884, 3.142], [-0.565, 0.106, -0.318], [-0.518, 0.226, 0.321], [-2.421, 1.084, 0.004], [-0.440, 0.125, -1.231], [-0.056, 0.993, -0.098], [-2.248, -0.738, 0.809], [0.152, -0.972, -1.778], [1.081, 0.363, -0.095], [0.128, -0.051, 1.028], [-0.011, -1.464, -0.790], [1.681, -0.710, 1.471], [-0.132, 0.850, 0.871], [-0.743, 1.640, -1.352], [0.825, -2.201, 0.929], [-1.299, 1.810, 2.272], [0.257, 0.140, -1.176], [0.723, 1.405, 0.544], [0.412, -0.178, -1.269], [-1.545, -0.567, -0.117], [-0.267, -0.545, -0.991], [0.405, -0.012, -0.090], [-0.279, -0.553, -0.235], [-0.992, 1.191, -0.345], [0.833, -0.406, -1.377], [-0.486, 1.086, 1.035], [-1.430, -0.994, 0.183], [1.096, 0.653, -0.786], [0.417, 0.249, 0.613], [-0.181, 0.139, 0.821], [0.256, -0.281, 0.314], [0.764, -1.586, -0.618], [0.806, -0.470, 1.127], [0.232, 0.865, -1.059], [-0.985, -0.126, 1.592], [0.432, 0.195, -1.011], [-0.877, -0.411, 0.007], [0.176, -0.117, 0.011], [-0.614, 0.120, -0.390], [-0.175, -0.303, -0.180], [1.076, 0.314, -0.064], [-0.387, -0.706, 0.306], [0.440, 1.117, -1.084], [1.394, -0.747, -0.898], [-1.201, 0.504, 0.779], [1.238, 0.258, -1.760], [0.064, 0.108, 0.143], [-0.549, -0.452, 2.488], [0.395, -0.361, 0.588], [-1.057, 0.095, -0.251]],
  "mulliken_charge": [-0.3762, 0.1957, 0.1618, -0.5158, 0.2577, 0.2385, -0.3542, 0.2957, -0.4022, 0.5033, -0.4129, -0.7337, 0.2907, 0.1968, 0.4299, 0.1962, 0.0320, 0.3454, -0.3522, -0.6594, -0.3568, 0.4945, 0.3503, 0.2019, -0.3767, 0.2573, 0.5788, -0.5280, 0.0155, 0.3068, 0.2371, -0.2143, -1.4060, 0.6117, -0.6119, 0.1131, 0.3360, 0.5158, 0.3820, -0.2973, 0.3741, -0.5498, 0.3159, -0.6041, 0.3487, 0.2452, -0.0503, -0.3264, 0.3772, 0.1780, -0.6146, -0.5156, -0.5778, 0.3431, -0.0689, 0.3662, 0.2718, 0.4604, 0.3299, -0.0584, -0.6202, -0.5170, 0.2756, 0.1692, -0.2609, 0.3592, 0.3521, 0.3076, -0.1677, -0.8193, -0.6767, -0.6157, 0.4071, 0.3928, 0.5882, 0.4255, 0.2089],
  "smiles": "NC(N)=O.NC(N)=O.NC(N)=O.NC(N)=O.CCO.CCO.CCO.CCO.CCO",
  "total_charge": 0,
  "de_lowest_kcal_mol": 159.1,
  "multiplicity": 1,
  "e_homo_ev": -8.6
}


3.
{
  "formula": "C14H46O9",
  "method": "wB97M-V/def2-TZVPD",
  "elements": ["C", "C", "O", "H", "H", "H", "H", "H", "H", "C", "C", "O", "H", "H", "H", "H", "H", "H", "C", "C", "O", "H", "H", "H", "H", "H", "H", "C", "C", "O", "H", "H", "H", "H", "H", "H", "C", "C", "O", "H", "H", "H", "H", "H", "H", "C", "C", "O", "H", "H", "H", "H", "H", "H", "C", "C", "O", "H", "H", "H", "H", "H", "H", "O", "H", "H", "O", "H", "H"],
  "coordinates": [[1.442, 2.959, -3.849], [0.857, 1.758, -3.138], [1.002, 1.955, -1.740], [0.926, 3.868, -3.540], [1.276, 2.867, -4.926], [2.511, 3.046, -3.659], [1.390, 0.845, -3.432], [-0.191, 1.641, -3.443], [0.680, 1.158, -1.296], [-2.769, 1.196, -2.200], [-3.774, 0.090, -2.337], [-5.083, 0.659, -2.297], [-2.829, 1.932, -3.004], [-1.753, 0.793, -2.172], [-2.923, 1.740, -1.268], [-3.654, -0.588, -1.484], [-3.624, -0.501, -3.246], [-5.704, 0.010, -1.958], [4.317, -0.207, -3.025], [3.710, -0.136, -1.628], [4.648, -0.654, -0.663], [3.554, -0.067, -3.793], [4.803, -1.167, -3.205], [5.086, 0.558, -3.132], [2.778, -0.705, -1.576], [3.523, 0.902, -1.365], [4.490, -1.594, -0.554], [-1.737, 2.592, 2.913], [-1.813, 2.245, 1.438], [-1.713, 0.825, 1.246], [-2.587, 2.177, 3.461], [-1.794, 3.678, 3.040], [-0.812, 2.250, 3.373], [-0.960, 2.686, 0.921], [-2.715, 2.664, 0.987], [-2.601, 0.447, 1.332], [1.199, -2.572, 3.420], [1.526, -3.245, 2.104], [1.842, -2.235, 1.130], [1.087, -3.308, 4.214], [0.305, -1.960, 3.313], [2.026, -1.910, 3.675], [0.704, -3.861, 1.733], [2.398, -3.889, 2.246], [2.544, -2.579, 0.573], [2.047, 1.484, 1.593], [1.925, 0.939, 3.004], [1.895, 1.998, 3.958], [2.888, 2.154, 1.433], [1.121, 2.020, 1.371], [2.106, 0.632, 0.916], [2.746, 0.232, 3.172], [0.988, 0.372, 3.026], [1.313, 1.718, 4.669], [-2.407, -2.709, 1.821], [-3.112, -2.069, 0.631], [-3.867, -0.935, 1.035], [-3.101, -2.825, 2.654], [-1.579, -2.083, 2.161], [-1.966, -3.672, 1.557], [-3.712, -2.833, 0.127], [-2.367, -1.733, -0.091], [-4.736, -1.187, 1.359], [-0.477, -2.514, -2.474], [-0.582, -1.901, -1.734], [-0.766, -2.018, -3.244], [0.019, -0.479, -0.439], [0.570, -1.016, 0.151], [-0.536, 0.059, 0.154]],
  "atomic_forces_ev_per_a": [[-0.262, -0.102, -0.267], [0.281, 0.083, -0.045], [-0.273, 0.038, -0.114], [0.130, 0.019, 0.165], [0.142, -0.065, 0.010], [0.007, 0.094, 0.044], [-0.059, 0.012, -0.094], [0.026, -0.007, 0.187], [0.104, -0.132, 0.108], [0.361, 0.339, 0.013], [-0.210, -0.257, 0.524], [0.004, 0.093, -0.146], [-0.059, -0.140, -0.108], [-0.069, -0.015, -0.039], [-0.061, -0.081, 0.050], [-0.001, 0.015, -0.143], [-0.043, 0.131, -0.115], [0.031, -0.067, -0.058], [-0.040, 0.063, 0.041], [0.611, -0.485, -0.195], [-0.239, 0.289, 0.130], [0.051, 0.107, -0.008], [-0.134, -0.090, 0.079], [-0.040, 0.021, -0.070], [-0.104, 0.157, 0.001], [-0.189, -0.035, 0.142], [0.086, -0.021, -0.137], [-0.397, 0.383, 0.052], [0.633, -0.072, 0.364], [-0.252, 0.472, -0.059], [0.059, -0.121, -0.027], [0.085, -0.057, -0.028], [0.063, -0.079, -0.104], [-0.050, -0.029, -0.102], [-0.104, -0.213, -0.058], [0.018, -0.242, -0.048], [0.171, 0.123, -0.351], [0.248, -0.001, 0.069], [-0.115, -0.068, 0.130], [-0.197, 0.004, 0.001], [-0.072, -0.069, 0.195], [-0.010, -0.016, 0.109], [-0.043, 0.011, 0.045], [-0.046, -0.050, -0.072], [-0.059, 0.086, -0.126], [-0.597, -0.028, 0.215], [0.041, -0.023, -0.691], [-0.039, -0.219, -0.072], [0.118, -0.068, 0.125], [0.174, 0.128, -0.183], [0.173, 0.103, -0.125], [0.041, 0.148, 0.367], [0.039, -0.050, 0.203], [0.114, 0.095, 0.136], [0.288, 0.251, -0.028], [0.461, -0.765, 0.309], [-0.117, 0.315, -0.273], [0.004, -0.185, -0.012], [-0.148, 0.124, 0.017], [-0.191, -0.068, -0.030], [-0.285, 0.268, -0.012], [-0.085, 0.166, 0.012], [0.056, -0.142, 0.052], [-0.138, -0.168, -0.020], [0.214, 0.250, 0.065], [0.014, 0.010, -0.034], [-0.002, -0.127, -0.127], [0.183, -0.061, -0.007], [-0.303, 0.019, 0.167]],
  "mulliken_charge": [-1.4891, 0.3565, -0.5236, 0.3494, 0.3996, 0.3111, 0.1218, 0.1417, 0.1504, -0.2148, 0.4762, -0.5565, 0.4446, -0.2735, -0.0346, -0.4033, 0.2879, 0.3159, -1.1955, 0.4461, -0.5609, 0.3069, 0.3629, 0.2892, -0.0884, 0.1738, 0.2982, -1.0747, -0.2627, -0.1702, 0.3480, 0.4319, 0.0429, 0.2887, 0.3844, 0.0428, -0.9530, -0.2728, -0.3724, 0.3999, 0.1035, 0.2403, 0.2290, 0.4233, 0.1405, -0.1363, -0.2198, -0.5959, 0.4503, -0.1119, -0.2238, 0.3589, 0.0421, 0.3561, -0.7136, -0.1215, -0.5988, 0.3532, -0.1874, 0.3718, 0.5798, -0.0934, 0.2692, -0.6581, 0.2071, 0.2917, 0.5331, -0.0206, 0.0068],
  "smiles": "CCO.CCO.CCO.CCO.CCO.CCO.CCO.O.O",
  "total_charge": 0,
  "de_lowest_kcal_mol": 5.3,
  "multiplicity": 1,
  "e_homo_ev": -9.7
}